# C9H14N

2 unconnected molecules or ions with the total composition C9H14N at a distorted geometry (wB97M-V/def2-TZVPD, the Open Molecules 2025 dataset).

CARTESIAN COORDINATES (ANGSTROEM)
C  -2.1374  2.8512  2.6243
C  -0.4060  1.9546  1.0991
C  0.5548  -2.6504  -2.4174
C  0.7992  -2.2885  -0.0169
C  1.4899  -2.2237  -1.3610
C  0.4263  -1.2045  -1.8868
C  -0.2236  -1.3457  -0.5461
C  0.8342  2.5915  0.6584
C  -1.2171  -0.7008  0.0092
N  -1.2351  2.4093  1.8320
H  -2.0511  2.6199  3.5798
H  -2.8363  3.4569  2.0472
H  0.7815  -2.8107  -3.4739
H  -0.1446  -3.4197  -2.1625
H  0.4021  -3.4330  0.2062
H  1.3958  -1.9094  0.9509
H  2.6218  -2.2241  -1.3525
H  0.5990  -0.4459  -2.5688
H  1.0203  2.1775  -0.3811
H  0.6880  3.5861  0.7617
H  1.6348  2.2685  1.4180
H  -1.9550  -0.2479  -0.5140
H  -0.6420  0.7709  0.5672
H  -1.5586  -1.0182  0.9546

Forces on atoms 1 to 2 (eV/Å):
1.2075 0.5496 -6.5971
1.2037 -4.2021 -3.0548

- calculated total energy (Ha) = -405.61990
- total charge = +1


# C9H14N2O2

C9H14N2O2 in the gas phase at a distorted geometry (wB97M-V/def2-TZVPD, the Open Molecules 2025 dataset).

CARTESIAN COORDINATES (ANGSTROEM)
C  -4.7844  0.1624  0.0035
C  -3.5568  -0.0157  -0.0775
C  -2.1563  -0.1649  -0.0884
N  -1.4223  -1.2517  0.0925
O  -1.7308  -2.4464  0.2473
C  -0.0137  -0.9394  -0.1089
C  0.2260  -1.3860  -1.6247
C  0.8660  -1.7485  0.8630
C  0.0324  0.6323  0.0994
C  1.1546  1.3491  -0.5882
C  0.1404  0.8544  1.6663
N  -1.2932  0.9739  -0.4557
O  -1.7780  2.2443  -0.0954
H  -5.8484  0.3364  -0.1459
H  -0.0412  -2.4608  -1.7663
H  1.3375  -1.4752  -1.7063
H  -0.0432  -0.6721  -2.4353
H  0.3396  -2.6716  0.9586
H  0.9205  -1.3260  1.8089
H  1.8479  -1.8762  0.4543
H  1.2119  2.4126  -0.4218
H  0.9971  1.2592  -1.7233
H  2.0030  0.8313  -0.0687
H  -0.3995  1.8305  1.8165
H  1.1531  0.8691  1.9619
H  -0.4071  0.1106  2.2733
H  -2.2655  2.7065  -0.7792

Forces on atoms 1 to 2 (eV/Å):
3.1421 -0.3487 -0.7817
-3.7973 0.1485 0.4298

- SMILES = C#CC1=[N+]([O-])C(C)(C)C(C)(C)N1O
- calculated total energy (Ha) = -611.09985


# C9H14N2PYb

A molecular structure, C9H14N2PYb at a distorted geometry (wB97M-V/def2-TZVPD, the Open Molecules 2025 dataset).

CARTESIAN COORDINATES (ANGSTROEM)
C  -1.3317  1.0529  -2.4474
C  -0.1742  1.5418  -3.1231
C  0.9405  0.7226  -3.2633
C  0.9345  -0.5976  -2.6778
C  -0.0899  -1.0425  -1.9152
Yb  0.4769  0.9481  -0.9464
P  -2.2177  1.7000  -1.0946
H  -1.9129  0.2705  -2.9432
H  -0.1354  2.5667  -3.5092
H  1.8200  1.0346  -3.8308
H  -0.0977  -2.0984  -1.6045
H  1.8432  -1.1910  -2.8363
H  -2.6829  0.5929  -0.3276
H  -3.3109  2.4765  -1.5120
H  -1.2620  2.4028  -0.2768
C  1.6531  -2.0309  3.2968
N  0.7738  -1.0360  2.7074
C  -0.4041  -0.5202  3.2539
C  -0.8506  0.4233  2.3721
N  0.0252  0.4667  1.2972
C  1.0007  -0.4149  1.5312
H  2.2390  -1.6022  4.1256
H  1.0596  -2.8751  3.6729
H  2.3461  -2.3903  2.5213
H  -0.8031  -0.8274  4.2044
H  -1.7245  1.0517  2.4143
H  1.8849  -0.6244  0.9112

Forces on atoms 1 to 2 (eV/Å):
-3.1246 1.1132 0.7908
0.6260 2.5293 -0.9540

- calculated total energy (Ha) = -1960.56283
- spin multiplicity = 2
- <S²> = 0.782


# C9H14N3

2 unconnected molecules or ions with the total composition C9H14N3 at a distorted geometry (wB97M-V/def2-TZVPD, the Open Molecules 2025 dataset).

CARTESIAN COORDINATES (ANGSTROEM)
C  -0.0723  -2.0244  -0.0146
C  3.1039  1.1678  -0.3111
C  3.6011  -0.0760  -0.2629
C  1.4167  -0.0583  0.2212
C  -1.5282  1.5214  0.5680
C  -2.4824  -0.8113  0.6958
C  -1.3886  0.1000  -1.5189
C  0.0512  -0.6166  0.4687
C  -1.3162  0.0812  0.0462
N  -0.1915  -3.1066  -0.3865
N  1.7315  1.1566  -0.1421
N  2.4835  -0.8494  0.1445
H  3.5530  2.1130  -0.6689
H  4.6155  -0.5898  -0.1539
H  -2.1018  2.2344  0.0551
H  -0.5571  1.9593  0.9192
H  -1.9805  1.3362  1.4898
H  -3.2585  -0.6275  -0.1311
H  -2.7066  -0.4565  1.6440
H  -2.2935  -1.8176  0.7085
H  -2.4457  0.4226  -1.7689
H  -1.2566  -0.9173  -2.0324
H  -0.6973  0.7793  -1.9393
H  0.0828  -1.0886  1.8442
H  1.0373  1.8854  -0.0737
H  2.6002  -1.7175  0.5991

Forces on atoms 1 to 2 (eV/Å):
0.6479 0.4730 -0.4459
1.2017 2.9349 -2.1597

- calculated total energy (Ha) = -515.27193
- total charge = +1


# C9H14N3O

A molecular structure, C9H14N3O at a distorted geometry (wB97M-V/def2-TZVPD, the Open Molecules 2025 dataset).

CARTESIAN COORDINATES (ANGSTROEM)
C  -1.4840  -2.5519  1.7330
C  -0.1149  -2.6704  1.6031
C  -2.2383  -1.6249  1.0145
C  0.5159  -1.9376  0.6195
C  -1.6008  -0.8377  0.0833
C  -0.2359  -1.0407  -0.1721
C  0.3501  1.1271  -0.9345
C  1.2043  -0.8117  -2.1266
C  0.4143  1.9140  1.5238
N  0.4717  -0.1525  -1.0648
N  -0.6248  1.8919  0.5271
N  0.8680  2.0681  -1.6852
O  -0.8318  3.1035  0.0052
H  -1.9858  -3.1682  2.5162
H  0.5075  -3.3585  2.1353
H  -3.3991  -1.3907  1.0516
H  1.6252  -2.2149  0.5571
H  -2.2363  -0.0991  -0.3284
H  1.0127  -0.4212  -3.1077
H  2.2296  -0.7844  -1.9539
H  0.7842  -1.8259  -2.2450
H  0.0227  2.0418  2.4503
H  0.6940  0.9272  1.4322
H  1.2329  2.6034  1.4951
H  1.3763  1.8286  -2.5711
H  0.5080  3.0051  -1.6159
H  -1.6665  3.2081  -0.4959

Forces on atoms 1 to 2 (eV/Å):
-1.6529 -0.7647 1.9287
-0.4341 0.3174 -1.1084

- calculated total energy (Ha) = -590.46865
- total charge = +1


# C9H14N3O

2 unconnected molecules or ions with the total composition C9H14N3O at a distorted geometry (wB97M-V/def2-TZVPD, the Open Molecules 2025 dataset).

CARTESIAN COORDINATES (ANGSTROEM)
C  -1.0716  0.0180  -1.3086
C  -1.0280  -0.9219  -3.3067
C  2.2200  0.0410  2.6445
C  2.1656  -1.0631  1.5604
C  1.1025  0.9912  2.1185
C  -0.4989  0.8655  2.3240
C  0.2485  0.1066  1.3402
C  -1.3733  -1.0369  -4.7584
C  -1.3293  2.0898  2.0481
N  -1.3929  0.1847  -2.6005
N  -0.5006  -1.8177  -2.5233
N  0.7861  -1.0731  1.2016
O  -0.5734  -1.1957  -1.2352
H  1.9484  -0.1850  3.6797
H  3.1637  0.5784  2.7149
H  2.7635  -0.7816  0.6356
H  2.5342  -1.9392  2.1229
H  1.4057  2.0456  1.8543
H  -0.9155  0.2594  3.0252
H  -1.0166  -2.0751  -5.0485
H  -2.3710  -0.9736  -4.5901
H  -0.9849  -0.2181  -5.2806
H  -1.8666  1.8757  1.0728
H  -0.5692  2.7276  1.6829
H  -1.8200  2.4599  2.9391
H  -1.4850  1.0052  -3.1500
H  0.4586  -1.9675  0.8372

Forces on atoms 1 to 2 (eV/Å):
-0.1436 0.9429 0.9204
1.4393 -1.5824 0.4610

- calculated total energy (Ha) = -590.27968
- spin multiplicity = 3
- total charge = +1
- <S²> = 2.007


# C9H14N3OS

A gas-phase ion, C9H14N3OS (charge +1) at a distorted geometry (wB97M-V/def2-TZVPD, the Open Molecules 2025 dataset).

CARTESIAN COORDINATES (ANGSTROEM)
C  -3.6681  -1.5226  -0.2105
N  -2.6854  -0.5284  0.0995
C  -1.7117  -0.0995  -0.6835
N  -1.3854  -0.5659  -1.9054
N  -0.8692  0.8310  -0.0972
O  -1.2315  1.2042  1.2671
C  -1.3286  2.5760  1.4854
S  0.4563  1.3742  -0.9692
C  1.8489  0.3192  -0.3808
C  1.8148  -0.3135  0.8660
C  2.9764  -1.0508  1.3019
C  4.0727  -1.0564  0.4831
C  4.0639  -0.4895  -0.7885
C  2.9445  0.1873  -1.2222
H  -3.3411  -2.0486  -1.1091
H  -3.8044  -2.1637  0.5677
H  -4.6921  -1.0983  -0.4740
H  -2.5716  -0.3813  1.0319
H  -2.1092  -0.9622  -2.5152
H  -0.9815  0.1640  -2.5525
H  -1.2047  2.7517  2.6080
H  -2.3015  2.9459  1.3123
H  -0.8527  3.1000  0.6861
H  0.8794  -0.3896  1.3746
H  2.8845  -1.4736  2.2969
H  4.9054  -1.5756  0.9336
H  5.0599  -0.5745  -1.3387
H  2.8322  0.8405  -2.0672

Forces on atoms 1 to 2 (eV/Å):
-1.4108 1.5851 -3.7343
-0.1992 -0.7341 -2.8886

- SMILES = CN/C(N)=[N+](\OC)Sc1ccccc1
- calculated total energy (Ha) = -988.69443
- total charge = +1


# C9H14N4O9OsP2

A molecular structure, C9H14N4O9OsP2 (wB97M-V/def2-TZVPD, the Open Molecules 2025 dataset).

CARTESIAN COORDINATES (ANGSTROEM)
Os  -0.5133  -0.5118  -0.1423
O  -1.3710  -0.7136  2.2753
P  -2.7903  -0.2614  1.6159
O  -3.7049  0.4753  2.4473
O  -2.2081  0.3606  0.2927
O  -3.3779  -1.6966  1.1071
P  -2.5181  -2.8680  0.4603
O  -3.5334  -3.7115  -0.3565
O  -1.7077  -3.6819  1.3752
O  -1.5372  -2.1381  -0.5800
H  -1.4613  -1.1155  3.1526
H  -4.2677  -3.2736  -0.8025
C  4.1274  -1.3056  -0.3182
O  3.3507  -2.5344  -0.1442
C  2.0688  -2.5071  -0.2514
O  1.3509  -1.5412  -0.4818
N  1.5504  -3.7998  -0.0748
N  0.2959  -4.0835  -0.3458
H  5.1053  -1.6416  -0.6442
H  4.1934  -0.8154  0.6494
H  3.6528  -0.6778  -1.0670
H  2.1818  -4.5506  0.1958
H  -0.1465  -4.8717  0.1280
H  -0.3227  -3.3029  -0.6218
N  1.5521  3.0045  0.7995
C  1.3860  1.6913  0.8358
N  0.4141  1.2966  0.0134
C  -0.0972  2.4691  -0.5849
C  -1.1208  2.6545  -1.5078
C  -1.3677  3.9522  -1.9045
C  -0.6246  5.0359  -1.4053
C  0.3911  4.8574  -0.4893
C  0.6307  3.5471  -0.0951
H  2.2249  3.5213  1.3487
H  1.9594  1.0383  1.4723
H  -1.7113  1.8323  -1.8885
H  -2.1579  4.1429  -2.6165
H  -0.8588  6.0351  -1.7438
H  0.9629  5.6891  -0.1031

Forces on atoms 1 to 2 (eV/Å):
0.0269 0.2209 0.0528
-0.1774 0.1596 -0.1639

- calculated total energy (Ha) = -2020.55175
- spin multiplicity = 5
- total charge = +2
- <S²> = 6.015


# C9H14N5

A gas-phase ion, C9H14N5 (charge +1) at a distorted geometry (wB97M-V/def2-TZVPD, the Open Molecules 2025 dataset).

CARTESIAN COORDINATES (ANGSTROEM)
C  1.9494  0.7749  2.0130
N  1.2289  0.3490  0.8859
C  1.2015  -0.8851  0.4094
C  1.4374  -0.7935  -1.0658
C  0.6718  0.5380  -1.3700
C  -0.7885  0.4982  -0.9175
N  -1.4987  1.6619  -0.6965
N  -2.7669  1.4956  -0.3735
C  -2.9180  0.1076  -0.1443
N  -3.8817  -0.7932  0.0887
C  -3.3256  -1.9533  -0.0088
N  -1.9053  -1.8122  -0.4078
C  -1.6143  -0.5125  -0.4715
C  1.4063  1.3261  -0.3371
H  1.6430  1.8095  2.4591
H  1.8330  0.2012  2.9444
H  2.9926  0.9306  1.6894
H  0.4175  0.7310  1.1298
H  0.2761  -1.3606  0.7290
H  1.9762  -1.5078  0.8578
H  1.0982  -1.7304  -1.6878
H  2.5433  -0.6920  -1.1055
H  0.8379  0.8375  -2.3915
H  -1.2861  2.5745  -1.1882
H  -3.6052  -2.9121  0.2737
H  -1.3654  -2.6660  -0.5517
H  2.4406  1.5047  -0.5983
H  1.0017  2.2783  -0.1643

Forces on atoms 1 to 2 (eV/Å):
3.2302 2.7427 3.5633
2.3602 7.2800 -0.6447

- SMILES = C[N@@H+]1CC[C@@H](c2[nH]nc3nc[nH]c23)C1
- calculated total energy (Ha) = -624.75032
- total charge = +1


Please write out number 5 again, unchanged.
# C9H14N3O

A molecular structure, C9H14N3O at a distorted geometry (wB97M-V/def2-TZVPD, the Open Molecules 2025 dataset).

CARTESIAN COORDINATES (ANGSTROEM)
C  -1.4840  -2.5519  1.7330
C  -0.1149  -2.6704  1.6031
C  -2.2383  -1.6249  1.0145
C  0.5159  -1.9376  0.6195
C  -1.6008  -0.8377  0.0833
C  -0.2359  -1.0407  -0.1721
C  0.3501  1.1271  -0.9345
C  1.2043  -0.8117  -2.1266
C  0.4143  1.9140  1.5238
N  0.4717  -0.1525  -1.0648
N  -0.6248  1.8919  0.5271
N  0.8680  2.0681  -1.6852
O  -0.8318  3.1035  0.0052
H  -1.9858  -3.1682  2.5162
H  0.5075  -3.3585  2.1353
H  -3.3991  -1.3907  1.0516
H  1.6252  -2.2149  0.5571
H  -2.2363  -0.0991  -0.3284
H  1.0127  -0.4212  -3.1077
H  2.2296  -0.7844  -1.9539
H  0.7842  -1.8259  -2.2450
H  0.0227  2.0418  2.4503
H  0.6940  0.9272  1.4322
H  1.2329  2.6034  1.4951
H  1.3763  1.8286  -2.5711
H  0.5080  3.0051  -1.6159
H  -1.6665  3.2081  -0.4959

Forces on atoms 1 to 2 (eV/Å):
-1.6529 -0.7647 1.9287
-0.4341 0.3174 -1.1084

- calculated total energy (Ha) = -590.46865
- total charge = +1


Q: Which value of calculated total energy does entry 6 give?
A: -590.27968 Ha